No. 1
C2H4N4 in the gas phase at a distorted geometry. Source: OMol25; level of theory: wB97M-V/def2-TZVPD.

Structure (XYZ):
```
10
Properties=species:S:1:pos:R:3
C 0.7237 0.9682 1.0585
N 0.1144 0.0429 0.1249
N 0.2983 -1.2289 -0.1674
C -0.6205 -1.3927 -1.1152
N -1.3189 -0.2743 -1.3773
N -0.8388 0.6204 -0.5832
H 0.5917 0.6576 2.1005
H 0.0732 1.8043 0.7343
H 1.7928 1.1117 0.8684
H -0.8160 -2.3090 -1.6434
```

Calculated values
**Kohn-Sham gap**: 11.7 eV
**Structure (SMILES)**: Cn1ncnn1
**Energy relative to the best compared isomer or geometry (same formula, charge and spin)**: 1.708 eV
**Net charge**: 0
**LUMO level**: 1.0 eV



No. 2
A molecular structure, C28H21BrF5IrN3O4. Source: OMol25; level of theory: wB97M-V/def2-TZVPD.

Structure (XYZ):
```
63
Properties=species:S:1:pos:R:3
Ir 0.4533 -0.2090 -0.2682
O -0.9541 -3.6802 1.4989
C -1.0026 -3.3520 2.8191
C -1.4898 -4.2883 3.7200
C -1.5283 -3.9904 5.0720
C -1.0707 -2.7666 5.5448
C -0.5885 -1.8347 4.6416
C -0.5667 -2.1059 3.2774
C -0.1342 -1.0340 2.3213
O 0.5596 -1.5338 1.2089
N -1.3490 -0.3325 1.8129
N -1.0104 0.5417 0.8206
C -1.5957 1.6591 0.6077
C -1.2713 2.5013 -0.5256
Br -0.1769 1.6858 -1.8914
C -1.6793 3.7553 -0.7257
C -2.4041 4.5721 0.2591
C -3.4679 5.3667 -0.1705
C -4.1694 6.1405 0.7374
C -3.7974 6.1525 2.0758
C -2.7170 5.3950 2.5040
C -2.0203 4.6067 1.6013
H -0.3207 -3.0588 1.0923
H -1.8164 -5.2491 3.3447
H -1.9032 -4.7304 5.7670
H -1.0835 -2.5464 6.6031
H -0.2201 -0.8765 4.9937
H 0.4858 -0.3055 2.8546
H -1.9724 0.0536 2.5124
H -2.3760 1.9994 1.2796
H -1.4587 4.2221 -1.6799
H -3.7511 5.3664 -1.2162
H -5.0014 6.7436 0.4000
H -4.3387 6.7684 2.7814
H -2.4041 5.4306 3.5389
H -1.1442 4.0587 1.9278
O 1.9744 -1.2087 -1.3106
C 1.4652 -1.6987 -2.5641
C 0.0824 -2.2353 -2.2973
C -0.4532 -3.2725 -3.0315
C -1.7427 -3.7003 -2.7489
C -2.4497 -3.0900 -1.7287
C -1.8505 -2.0641 -1.0232
N -0.6172 -1.6374 -1.3127
H 2.8033 -0.7124 -1.3838
H 2.1174 -2.4863 -2.9368
H 1.4263 -0.8845 -3.2936
H 0.1350 -3.7452 -3.8062
H -2.1801 -4.5146 -3.3104
H -3.4447 -3.4111 -1.4586
H -2.3404 -1.5805 -0.1888
F 4.3510 0.6325 5.2369
C 3.7119 0.7573 4.0784
C 4.1319 0.0417 2.9683
F 5.1791 -0.7712 3.0591
C 3.4579 0.1822 1.7709
F 3.8744 -0.5160 0.7017
C 2.3558 1.0222 1.6301
O 1.7291 1.1739 0.4610
C 1.9568 1.7239 2.7654
F 0.8672 2.5083 2.6958
C 2.6185 1.6010 3.9729
F 2.1952 2.2774 5.0383
```

Calculated values
**Kohn-Sham gap**: 7.3 eV
**Energy relative to the best compared isomer or geometry (same formula, charge and spin)**: 0.000 eV
**Net charge**: +1
**LUMO level**: -3.5 eV



No. 3
6 unconnected molecules or ions with the total composition C36H108N18O6P6 at a distorted geometry. Source: OMol25; level of theory: wB97M-V/def2-TZVPD.

Structure (XYZ):
```
174
Properties=species:S:1:pos:R:3
C 1.8084 -2.4159 5.3362
N 3.0178 -3.2733 5.3328
C 3.5116 -3.5334 3.9877
P 3.2947 -4.2681 6.6780
O 2.2729 -5.2823 7.0137
N 4.8204 -4.9311 6.3722
C 5.9023 -4.1157 5.8717
C 5.2569 -6.0163 7.2567
N 3.3505 -3.1691 7.9589
C 3.1684 -3.6655 9.3030
C 3.9873 -1.8711 7.8539
H 1.3133 -2.3768 4.3699
H 2.0518 -1.4158 5.6897
H 1.1674 -2.9509 6.0418
H 2.7000 -3.6534 3.2635
H 4.0251 -4.4953 3.9517
H 4.1359 -2.7205 3.6043
H 6.7091 -4.7367 5.4598
H 5.6483 -3.5554 4.9740
H 6.4435 -3.4951 6.5952
H 4.5825 -6.8647 7.1420
H 6.2148 -6.3789 6.8863
H 5.3098 -5.6751 8.2915
H 3.0718 -2.8295 9.9991
H 2.2469 -4.2424 9.3598
H 4.0387 -4.2365 9.6492
H 3.5204 -1.1249 8.5059
H 3.8666 -1.4007 6.8790
H 5.0383 -1.9469 8.1533
C 6.2210 5.5383 -1.1172
N 5.0456 5.7848 -0.3052
C 5.2577 6.0648 1.1019
P 3.5147 5.7386 -1.0619
O 3.5313 4.9640 -2.3119
N 2.5125 5.1087 0.1405
C 1.0662 5.1799 -0.0016
C 2.9244 3.8615 0.8039
N 3.0530 7.3898 -1.1185
C 2.8627 8.2755 0.0243
C 2.8847 7.9076 -2.4949
H 6.2816 6.2058 -1.9863
H 6.2329 4.5640 -1.6147
H 7.1235 5.6932 -0.5297
H 4.2962 6.2780 1.5677
H 5.9929 6.8559 1.2403
H 5.5175 5.1306 1.6179
H 0.6591 4.2515 -0.3992
H 0.5965 5.4286 0.9598
H 0.7992 6.1130 -0.5065
H 2.0883 3.3498 1.2702
H 3.3970 3.1960 0.0723
H 3.7207 3.9789 1.5431
H 3.0749 7.7823 0.9629
H 3.5279 9.1269 -0.1456
H 1.8330 8.6430 -0.0173
H 3.5998 7.4059 -3.1360
H 2.9730 8.9948 -2.4263
H 1.8412 7.7739 -2.7968
C 0.9141 0.4486 2.1294
N 0.4624 -0.5152 1.1309
C 1.5315 -1.3941 0.6396
P -1.1702 -0.6216 0.7765
O -1.9279 0.3993 1.5061
N -1.3828 -0.5724 -0.8913
C -2.7798 -0.6933 -1.3648
C -0.6243 0.3345 -1.7480
N -1.8012 -2.1779 1.1699
C -1.6446 -3.2700 0.2305
C -2.2004 -2.5600 2.5094
H 1.9113 0.3136 2.5538
H 0.2750 0.4006 3.0135
H 0.8995 1.4375 1.6673
H 1.0937 -2.0359 -0.1246
H 1.9389 -1.9816 1.4667
H 2.3988 -0.8823 0.2162
H -2.8104 -0.3960 -2.4097
H -3.1970 -1.6975 -1.3055
H -3.4015 -0.0301 -0.7614
H 0.4126 0.4116 -1.4198
H -0.7061 -0.0709 -2.7533
H -1.0245 1.3537 -1.6921
H -0.8222 -3.9378 0.5222
H -2.5540 -3.8668 0.1064
H -1.3830 -3.0492 -0.8061
H -2.1993 -1.6766 3.1491
H -1.3945 -3.1921 2.9007
H -3.1813 -3.0291 2.5640
C -6.3597 -5.4735 -3.5772
N -5.8824 -5.8823 -4.9036
C -6.5951 -6.9975 -5.4693
P -5.1714 -4.7642 -5.9192
O -3.9779 -5.3168 -6.5959
N -6.3509 -4.2830 -7.0039
C -6.1092 -3.9982 -8.4138
C -7.7995 -4.2878 -6.6855
N -4.7717 -3.3430 -5.0570
C -5.2198 -2.0484 -5.5803
C -3.7461 -3.3044 -4.0220
H -5.7990 -4.5773 -3.3558
H -6.2083 -6.3218 -2.8992
H -7.4522 -5.3866 -3.4996
H -6.3715 -7.9148 -4.8953
H -6.2796 -7.4493 -6.4107
H -7.6821 -6.9431 -5.3646
H -6.8346 -3.2453 -8.7368
H -5.0992 -3.6995 -8.6740
H -6.4429 -4.8864 -8.9670
H -8.3520 -3.5338 -7.2367
H -8.1447 -5.2979 -6.9183
H -7.8832 -4.1713 -5.6046
H -4.7830 -1.7787 -6.5479
H -6.2689 -2.2171 -5.8303
H -5.1625 -1.1873 -4.9187
H -3.7293 -2.3552 -3.4804
H -2.7278 -3.3833 -4.4068
H -3.9514 -4.0081 -3.2142
C 0.2769 3.3800 3.8994
N 0.7065 3.7894 5.2291
C 1.7696 4.7791 5.1752
P 0.3693 2.9457 6.6616
O -0.7439 1.9894 6.4774
N 1.8232 2.2364 7.0649
C 1.7307 1.6173 8.4082
C 2.4094 1.3905 6.0398
N 0.1091 4.1201 7.8303
C -1.1221 4.8616 7.8072
C 1.2334 4.7925 8.5302
H 1.2144 3.0052 3.4653
H -0.2359 4.1382 3.3085
H -0.3189 2.4654 3.8899
H 1.4771 5.6754 5.7359
H 2.1357 5.1082 4.2060
H 2.6459 4.4249 5.7374
H 2.7381 1.6608 8.8303
H 1.1605 2.2181 9.1145
H 1.2069 0.6666 8.2870
H 3.1740 1.9560 5.5106
H 2.8089 0.4263 6.3604
H 1.6400 0.9694 5.3777
H -0.8806 5.9291 7.7242
H -1.7932 4.4622 7.0497
H -1.6879 4.8314 8.7487
H 0.8222 5.0803 9.4989
H 1.3862 5.7349 7.9947
H 2.1685 4.2525 8.6004
C -1.7224 0.7242 -5.1604
N -2.2806 0.5010 -6.4964
C -3.4162 1.3826 -6.7522
P -1.1972 0.2224 -7.7617
O -0.3207 1.4010 -7.9580
N -0.4009 -1.1704 -7.2413
C 0.9070 -1.4501 -7.8028
C -1.1435 -2.3243 -6.7217
N -2.0899 -0.0731 -9.1383
C -3.2482 -0.9593 -9.1656
C -1.5639 0.4202 -10.4170
H -1.3793 1.7551 -5.0285
H -0.8401 0.0801 -5.1895
H -2.4503 0.4540 -4.3976
H -4.1056 1.0504 -7.5279
H -3.1067 2.3895 -7.0602
H -3.9667 1.5190 -5.8204
H 1.6351 -1.4614 -6.9772
H 0.9967 -2.4527 -8.2245
H 1.2112 -0.5982 -8.4094
H -1.5368 -2.9985 -7.4866
H -0.4399 -2.9136 -6.1288
H -1.9561 -2.0226 -6.0657
H -3.9357 -0.7351 -9.9775
H -2.9986 -1.9960 -8.9330
H -3.8982 -0.7122 -8.3134
H -1.2742 1.4646 -10.3197
H -2.3344 0.4520 -11.1901
H -0.7491 -0.1930 -10.8013
```

Calculated values
**Kohn-Sham gap**: 8.6 eV
**Structure (SMILES)**: CN(C)P(=O)(N(C)C)N(C)C.CN(C)P(=O)(N(C)C)N(C)C.CN(C)P(=O)(N(C)C)N(C)C.CN(C)P(=O)(N(C)C)N(C)C.CN(C)P(=O)(N(C)C)N(C)C.CN(C)P(=O)(N(C)C)N(C)C
**Energy relative to the best compared isomer or geometry (same formula, charge and spin)**: 2.889 eV
**Net charge**: 0
**LUMO level**: 0.4 eV



> LUMO level of number 2 (C28H21BrF5IrN3O4)?

-3.5 eV



> net charge of number 2 (C28H21BrF5IrN3O4)?

+1



> What is the formula in the third record?

C36H108N18O6P6



> Number 1 is which compound?

C2H4N4